Computed, not measured: a single C4H8N2 molecule, with ωB97M-V/def2-TZVPD.

The geometry in ORCA input format:
```
! RIJCOSX wB97M-V def2-TZVPD def2/J DEFGRID3
* xyz 0 1
C 0.581 -0.930 0.519
C 1.154 0.172 -0.547
C -1.150 0.756 0.686
C -0.860 -0.749 0.714
N 0.039 0.761 -1.357
N -1.108 1.056 -0.766
H 0.872 -1.991 0.298
H 1.253 -0.529 1.409
H 1.651 0.895 0.035
H 1.768 -0.364 -1.241
H -2.306 0.900 0.858
H -0.596 1.157 1.480
H -1.333 -1.501 0.216
H 0.035 0.368 -2.304
*
```

Results
Highest occupied orbital energy (spin up / spin down) in Ha: -0.266 / -0.287
Gap between HOMO and LUMO (spin up / spin down) in eV: 7.55 / 8.69
Total energy in hartree: -266.54415
Relative energy (zero: lowest compared OMol25 entry of this formula, charge and spin) in kJ/mol: 466.94

Taken from the natural (NBO) analysis, the atomic charges in e are: number 1, C, carries -0.48; number 2, C, carries -0.25; number 3, C, carries -0.34; number 4, C, carries -0.14; number 5, N, carries -0.36; number 6, N, carries -0.21; number 7, H, carries 0.22; number 8, H, carries 0.20; number 9, H, carries 0.20; number 10, H, carries 0.21; number 11, H, carries 0.22; number 12, H, carries 0.20; number 13, H, carries 0.18; number 14, H, carries 0.37